Entry 1:
Density functional theory data (the ωB97M-V functional and the def2-TZVPD basis) for 2 unconnected molecules or ions with the total composition C2H3NS3 in a non-equilibrium geometry.

Properties
- highest occupied orbital energy (eV) = -8.8
- DFT total energy (eV) = -36114.32096
- ΔE to the lowest compared entry with this formula, charge and spin (eV) = 3.8047
- charge = 0

Last column: Mulliken charge in e.
Atoms and positions in Å:
C1 0.63375 0.27779 -0.54657  0.564
C2 0.76637 -0.91490 0.33329  -0.326
H1 -1.99866 0.17532 0.96247  0.154
H2 -0.28122 1.82421 -0.65782  0.335
H3 2.16461 -1.28889 0.15875  0.258
N1 -0.46273 0.81441 -0.83150  -0.280
S1 -2.09173 0.34924 -0.39946  -0.082
S2 2.11915 0.84595 -0.74735  -0.369
S3 -0.34282 -1.35699 1.56161  -0.255

Entry 2:
Density functional theory data (the ωB97M-V functional and the def2-TZVPD basis) for 2 unconnected molecules or ions with the total composition C3H6N2O in a non-equilibrium geometry.

Properties
- highest occupied orbital energy (eV) = -9.6
- DFT total energy (eV) = -8232.91286
- ΔE to the lowest compared entry with this formula, charge and spin (eV) = 3.7859
- charge = 0

Last column: Mulliken charge in e.
Atoms and positions in Å:
N1 0.69321 0.85335 0.87143  -0.273
C1 0.12793 -0.30555 0.61946  -0.168
C2 -0.90933 -0.49507 -0.45886  -0.435
O1 -2.14634 -0.29540 0.19167  -0.504
C3 1.72662 -0.68552 -1.08738  -0.036
N2 2.01850 0.32514 -1.61152  -0.574
H1 1.26121 0.95673 1.70364  0.240
H2 1.04881 1.31340 0.03504  0.396
H3 0.01464 -0.97521 1.47369  0.323
H4 -0.72923 0.18475 -1.29522  0.363
H5 -0.87541 -1.52193 -0.81762  0.335
H6 -2.23061 0.64532 0.37568  0.333

Entry 3:
Density functional theory data (the ωB97M-V functional and the def2-TZVPD basis) for a single C3H5NO2 molecule in a non-equilibrium geometry.

Properties
- SMILES = N#C[C@@H](O)CO
- highest occupied orbital energy (eV) = -11.3
- DFT total energy (eV) = -8775.49600
- ΔE to the lowest compared entry with this formula, charge and spin (eV) = 2.1987
- charge = 0

Last column: Mulliken charge in e.
Atoms and positions in Å:
N1 0.47880 -2.14010 1.68042  -0.386
C1 0.11825 -1.19834 1.16285  0.233
C2 -0.38729 0.01667 0.59376  0.337
O1 0.08967 1.05198 1.39350  -0.486
C3 0.24183 0.31099 -0.78471  -0.684
O2 -0.40786 -0.27100 -1.93692  -0.500
H1 -1.48707 0.14870 0.53219  0.180
H2 0.41963 1.70824 0.79034  0.299
H3 0.05018 1.34633 -0.90543  0.335
H4 1.37003 0.19835 -0.85264  0.347
H5 -0.48617 -1.17183 -1.67337  0.326

Entry 4:
Density functional theory data (the ωB97M-V functional and the def2-TZVPD basis) for a molecular structure, C4H7ClS in a non-equilibrium geometry.

Properties
- highest occupied orbital energy (eV) = -8.7
- DFT total energy (eV) = -27615.96323
- ΔE to the lowest compared entry with this formula, charge and spin (eV) = 2.7465
- charge = 0

Last column: Mulliken charge in e.
Atoms and positions in Å:
C1 2.33471 0.91382 -0.09471  -0.179
C2 1.10695 0.63184 -0.41873  0.133
C3 0.01105 1.44415 -0.82978  -1.110
C4 -0.17518 -2.29260 0.57239  -0.719
S1 0.56069 -1.64287 -0.93443  -0.091
Cl1 3.61807 -0.12848 0.30636  -0.143
H1 2.71586 1.94313 0.03821  0.323
H2 -0.93809 0.97418 -0.80349  0.340
H3 -0.00785 1.86453 -1.86109  0.267
H4 -0.24707 2.38132 -0.26402  0.340
H5 0.18574 -3.28640 0.22997  0.223
H6 -1.26866 -2.35867 0.70811  0.295
H7 0.26118 -2.14966 1.55785  0.321